w | Below is a structure of composition C53H57BF3IKN8O2P, with properties calculated with the ωB97M-V functional and the def2-TZVPD basis.

Summary:
Gap between HOMO and LUMO (alpha / beta) in eV: 6.4 / 5.3
Net charge: -1
Multiplicity: 2
Expectation value of S²: 0.7665

Last column: Mulliken spin population.
Atoms and positions in Å:
C  4.62870  0.09163  -2.91417  -0.002
H  -4.15724  2.88067  2.67665  0.000
H  1.86108  -3.53940  -2.45117  -0.019
C  -3.42444  0.77798  -4.34456  -0.003
H  1.87560  -1.20342  3.24200  0.001
N  -3.99313  0.89992  3.39136  0.000
H  1.95486  -4.62353  1.07041  0.000
P  -1.06287  1.66126  -3.04916  0.000
H  -3.97752  -2.00184  3.49646  0.000
B  -2.82695  0.45890  2.46727  0.001
H  -6.13318  0.52217  5.67660  0.000
H  1.28219  0.45307  -8.08325  0.000
O  -0.54399  -2.08575  -2.56263  -0.002
C  0.05143  2.39396  -5.59317  0.000
C  3.89214  1.38144  2.13527  0.013
F  -1.88620  -3.51389  -4.33456  0.000
C  -5.55542  0.37952  -3.17660  -0.001
H  4.43435  -4.42123  -2.45404  0.001
H  3.66762  0.60536  -2.91500  0.003
C  0.59639  3.87054  -1.07876  -0.001
N  -2.44976  0.25852  0.07040  -0.004
C  5.89130  -1.99695  -2.57150  0.052
C  1.11985  4.71409  -0.13444  -0.001
C  2.11990  -0.17994  2.95675  0.051
C  0.60662  6.00020  0.08941  0.000
C  0.04754  2.67173  2.51563  0.000
H  6.28911  -1.91733  -3.58622  0.002
C  -0.14956  0.05759  -5.03900  -0.001
H  4.88887  1.48859  1.70261  -0.001
H  -5.23409  -0.13222  -5.17855  0.000
H  3.98261  -1.77350  -4.57544  -0.001
C  -5.51505  0.91442  4.88486  0.000
C  -1.33232  1.80607  3.96842  0.000
C  3.94039  -1.51205  -1.09618  0.230
H  3.96834  -5.88729  -1.61872  0.000
C  -4.81286  0.30680  -4.28201  0.001
C  -3.19332  0.06953  -1.14325  0.000
C  -0.87038  -2.53955  2.71614  -0.001
H  5.90604  -3.04575  -2.27840  -0.010
N  -2.30454  -0.95797  2.74852  -0.001
H  1.03590  6.61828  0.86622  0.000
C  3.43407  -2.70252  -0.31550  0.161
H  0.34988  3.02116  4.70682  0.000
H  -5.40025  0.39115  1.37673  0.000
C  -4.70784  -0.08619  -0.80172  0.001
H  1.97262  4.38998  0.44604  0.000
C  3.57647  -2.00692  -3.58868  0.029
H  0.84235  3.18986  2.00875  0.000
C  0.82329  0.71844  -7.13901  0.000
H  6.55707  -1.45255  -1.89906  -0.001
N  -0.83607  1.98878  1.80753  0.001
C  3.57397  -0.86829  1.06822  -0.087
H  3.50770  -3.08449  -3.51199  0.000
H  2.87020  -2.85073  1.78319  0.004
K  -0.25335  -0.98629  -0.28008  0.007
N  -3.36638  0.45802  0.98985  0.000
N  -1.69473  1.46987  2.70667  0.000
C  4.47823  -1.38321  -2.51678  0.103
C  -2.49794  5.44715  -3.55005  0.000
N  -1.01728  -1.25688  2.43251  0.000
C  3.99535  -0.44787  -0.20388  0.054
C  -1.17316  3.50038  -2.89352  0.000
H  -5.71386  1.76236  -1.55558  0.000
H  -2.24859  -4.12122  3.49615  0.000
H  5.02994  0.14558  -3.92792  0.000
H  -0.08440  3.43724  -5.33678  0.000
C  0.64220  2.05090  -6.80358  0.000
H  2.60660  -6.00683  0.21082  0.000
H  -0.79735  7.45428  -0.58645  0.000
C  -2.11346  4.10476  -3.69601  0.000
C  -0.49861  4.28157  -1.89992  0.000
H  5.31555  0.62925  -2.26194  0.001
H  -6.15989  3.03350  4.54312  0.000
C  -3.54297  1.34895  -1.95869  -0.001
C  -0.39949  6.45355  -0.70148  0.000
C  -0.20370  2.58251  3.89514  0.000
C  2.82451  -4.98375  0.52161  0.001
H  5.55293  -0.65366  2.93349  -0.002
H  -2.87558  0.64338  -5.26872  0.000
C  3.52930  -0.08702  2.35178  0.167
H  4.50543  -0.18156  4.28299  0.003
H  -2.24740  7.20408  -2.36902  0.000
C  -0.94739  5.62823  -1.71055  0.000
H  -3.25014  5.86885  -4.20394  0.000
C  -4.62920  0.37433  0.62576  0.000
H  0.08307  -3.01311  2.53382  0.001
H  3.87932  1.90749  3.09193  -0.001
F  -3.49824  -3.16277  -2.92607  0.000
I  1.73622  2.10823  -1.26068  0.007
C  -5.04596  0.96398  -1.89474  0.000
H  -0.43549  -0.72247  -4.33790  0.001
C  3.23055  -2.25928  0.95926  0.114
H  1.57302  -5.17614  -1.85610  0.001
H  -1.90251  1.46205  4.81442  0.000
H  0.97112  -3.77721  -0.97124  -0.006
H  2.04561  0.44344  3.85037  0.001
C  1.81003  -4.15136  -1.55730  0.041
C  0.42195  -0.27700  -6.25639  0.000
H  2.56589  -1.59714  -3.53253  -0.007
O  -1.38846  -3.28587  -0.86271  0.000
H  3.17365  1.86514  1.47381  0.002
C  -2.24725  -3.66792  -3.04606  0.000
H  -2.72390  -0.67301  -1.79136  0.000
N  -4.58915  0.14536  4.33514  0.000
C  -5.52828  2.19538  4.30645  0.000
H  4.34969  0.54225  -0.43200  0.016
H  -5.20323  -1.05909  -0.89566  0.000
H  -3.31233  2.24777  -1.38072  0.000
C  -2.83480  1.31782  -3.27296  0.004
C  -2.06108  -3.10552  3.19642  0.000
H  1.34505  0.15730  2.26595  -0.018
H  0.56663  -1.32042  -6.50734  0.000
C  3.10054  -4.13195  -0.72578  0.020
C  4.53743  -0.71316  3.32935  0.052
C  -1.94560  6.17879  -2.54811  0.000
C  -4.53057  2.13944  3.36291  0.000
H  0.96094  2.83074  -7.48409  0.000
H  4.30391  -1.76159  3.51639  -0.001
C  -2.95054  -2.05944  3.18975  0.000
H  3.68443  -5.00436  1.19415  0.000
C  -0.35392  1.40263  -4.70589  0.000
F  -2.33160  -4.99472  -2.81893  0.000
H  -6.57287  0.00303  -3.18792  0.000
H  -2.61426  3.50199  -4.44395  0.000
H  5.16573  -4.80741  -0.89425  -0.003
C  4.23923  -4.83947  -1.47274  0.024
C  -1.28361  -2.95075  -2.04945  0.000

x | Below is a structure of composition C53H57BF3IKN8O2P, with properties calculated with the ωB97M-V functional and the def2-TZVPD basis.

Summary:
Gap between HOMO and LUMO (alpha / beta) in eV: 7.7 / 7.0
Net charge: -1
Multiplicity: 2
Expectation value of S²: 0.7671

Last column: Mulliken spin population.
Atoms and positions in Å:
H  -3.08259  3.40298  1.51464  0.000
C  -1.79119  4.62449  -1.46694  0.011
N  -0.51764  0.20030  5.54125  0.000
C  6.45173  -1.47833  -0.36640  0.001
H  0.03637  1.61472  -3.74583  0.014
I  -0.51657  -2.14018  -1.77835  0.002
H  7.02397  -0.75214  0.19868  0.000
H  0.75339  3.30942  1.33984  -0.030
H  1.95454  0.52943  5.20978  0.000
P  2.64565  -2.93193  -0.13947  0.000
H  4.38778  -4.03883  -2.37581  0.000
O  -2.26514  0.19088  -1.28927  0.016
H  0.02157  5.72509  -3.30340  -0.006
C  2.30733  0.97523  2.00669  -0.004
C  -2.59596  3.67303  3.68592  0.000
C  3.98976  -3.64042  2.33019  0.001
H  4.70610  -1.25466  0.85247  0.000
H  4.20126  -0.84326  -2.89484  0.003
C  -0.87396  -5.97788  -3.56749  0.000
H  2.22764  6.19690  -1.49011  -0.001
H  3.12912  3.51486  0.86894  0.001
H  3.95835  -5.26990  0.10109  0.000
H  4.88826  -4.14757  4.20511  0.000
C  7.01279  -2.10284  -1.47220  0.000
C  3.96974  -4.12771  3.63056  0.000
H  3.37506  2.57941  -1.18824  -0.003
C  -1.85913  2.81165  4.47078  0.000
H  2.73300  1.14013  1.02681  0.005
H  1.26395  -0.68374  -3.78385  -0.003
N  0.76857  0.63238  3.44757  -0.001
H  4.00569  0.96355  3.46774  0.000
N  0.99837  0.82694  2.14050  -0.004
C  1.14195  -4.93326  -1.80511  0.001
H  -1.21506  5.40104  -0.97285  0.004
N  -1.90751  1.94190  2.42983  0.006
H  -0.17245  4.46864  -4.52562  0.000
H  -1.74590  2.64109  -4.23706  0.001
C  -0.46202  0.35550  7.66966  0.000
H  0.68874  -4.90216  3.87341  0.000
C  3.86200  1.55598  -4.22802  0.055
H  4.51798  0.86870  -4.76764  0.001
H  3.74388  4.66839  -0.33915  0.000
H  6.67698  -3.49043  -3.07075  0.000
H  0.24195  -7.78932  -3.54581  0.000
C  3.16734  -6.83456  -1.10639  0.000
C  0.01617  -4.13672  -2.25082  0.001
C  3.17028  -5.53875  -0.58943  0.000
H  2.68410  -0.85573  -4.82918  0.000
C  -1.03556  3.92807  -2.60557  0.134
H  -1.64800  -6.34835  -4.22698  0.000
C  2.23889  -4.57843  -0.92925  0.000
N  -0.72389  1.04238  6.57030  0.000
H  -2.15636  2.05303  -2.61731  0.010
H  4.92791  -3.30725  1.90986  0.000
H  -1.77530  -4.04171  -3.36195  0.000
C  5.15316  -1.77413  0.01438  0.000
C  1.64313  -4.07766  2.14432  0.000
C  3.56006  -0.12223  -2.38249  0.052
B  -0.65743  0.49775  4.03196  0.000
H  3.03856  5.24871  1.17394  0.000
C  -0.66161  4.96575  -3.68707  0.059
H  -2.16287  -2.78624  1.16315  0.000
C  -0.06731  -0.95904  7.36689  0.000
H  -1.59684  2.85174  5.50985  0.000
C  -2.59323  3.07306  2.41895  0.000
C  2.78626  -4.57638  4.19482  0.000
H  0.64967  5.04706  1.67294  0.001
C  1.95670  1.74715  -2.69030  -0.046
H  0.47722  6.13961  -1.30513  -0.004
H  3.35388  2.19679  -4.95102  -0.002
C  0.16159  -6.76850  -3.19169  0.000
C  2.82250  -3.60350  1.57331  -0.001
H  4.47391  2.18616  -3.58054  -0.004
C  4.40259  -2.73485  -0.66865  0.000
C  -4.44174  0.15867  -0.34003  -0.001
H  0.10326  -1.81674  5.31013  0.000
C  -2.52219  -1.24470  3.99716  0.000
C  6.25582  -3.01149  -2.19469  0.000
C  2.83282  0.76103  -3.40367  0.121
C  0.63852  2.10280  -2.99896  0.034
N  -1.17540  -1.28584  2.24285  0.000
C  -2.04495  2.94476  -3.23374  -0.010
H  0.73531  -4.07801  1.55517  0.000
H  3.94724  -7.53052  -0.82379  0.000
H  4.18639  0.46598  -1.70992  0.001
H  -2.89831  -0.89314  4.94400  0.000
C  4.96256  -3.32608  -1.80010  0.000
C  1.56398  4.55697  -0.23681  -0.024
C  -3.00540  -2.22012  3.15592  0.000
H  -3.02047  3.42709  -3.31666  -0.001
K  -0.94656  0.51396  0.43573  -0.015
C  0.24813  3.19502  -2.23276  0.267
F  -4.66024  1.46308  -0.63631  0.000
H  2.77760  -4.95728  5.20891  0.000
C  2.95406  0.88319  3.24910  0.000
H  -2.68796  5.09316  -1.87625  -0.002
C  -2.12382  -2.19294  2.06477  0.000
C  -3.33596  -0.47139  -1.26596  0.001
H  -1.56423  5.46259  -4.05218  0.002
C  2.18727  -7.18866  -1.97574  0.000
C  1.41140  3.51804  -1.33229  0.148
C  -0.11612  -1.01261  5.99462  0.000
H  0.21267  -1.74493  8.04737  0.000
O  -3.66704  -1.49640  -1.84707  0.000
C  1.41879  5.98532  -0.78687  0.028
F  -5.62528  -0.46797  -0.45809  0.000
C  0.55527  4.28606  0.89444  0.081
H  2.83150  -0.67615  -1.78784  -0.008
H  8.02232  -1.86054  -1.77981  0.000
N  -1.46450  1.77600  3.69488  -0.001
C  1.92658  0.66274  4.14180  0.000
C  -0.93641  -4.66739  -3.08607  -0.001
H  -3.86279  -2.85413  3.30266  0.000
C  2.02322  -0.13566  -4.34204  0.012
C  1.16266  -6.28414  -2.32154  0.000
H  1.52796  0.45257  -5.11689  0.000
H  -0.57415  0.81825  8.63749  0.000
F  -4.10249  0.11307  0.96569  0.000
H  1.47720  6.70356  0.03425  0.001
H  2.16207  -8.18045  -2.41213  0.000
C  1.62033  -4.55785  3.44147  0.000
C  2.96035  4.48406  0.39850  0.001
H  -0.47052  4.28292  0.53990  -0.023
H  -2.11071  3.88623  -0.72893  -0.004
N  -1.41935  -0.70754  3.42857  0.000
C  2.39809  2.62970  -1.64245  0.127
H  -3.06547  4.59386  3.98708  0.000

The structure with the greatest stability is x.

w | Below is a cluster of 2 separate species, C3H3ClN2O in total, with properties calculated with the ωB97M-V functional and the def2-TZVPD basis.

Summary:
Gap between HOMO and LUMO in eV: 9.7

Last column: natural (NBO) charge in e.
Atoms and positions in Å:
H  2.73001  -0.14176  0.21817  0.238
H  1.47992  1.06695  0.98713  0.260
H  -0.42062  1.06137  -1.99422  0.390
N  -1.84897  -1.29669  0.86302  -0.622
Cl  -1.64687  -2.57899  -0.18447  0.235
O  -1.38649  1.00047  1.16471  -0.494
N  -0.12892  0.28982  -1.35768  -0.668
C  0.96503  0.34269  -0.79751  0.427
C  -1.58047  -0.10692  0.92929  0.876
C  1.83737  0.36305  0.17156  -0.641

x | Below is the molecule C3H3ClN2O, with properties calculated with the ωB97M-V functional and the def2-TZVPD basis.

Summary:
Gap between HOMO and LUMO in eV: 9.3

Last column: natural (NBO) charge in e.
Atoms and positions in Å:
C  0.17520  1.18066  -0.27827  0.235
C  -0.12562  -1.03790  0.89567  0.442
C  0.65722  -0.23820  -0.47654  0.163
N  -0.70829  -2.03285  1.04031  -0.594
H  -1.08267  2.62019  -0.58483  0.371
O  0.21479  -0.95084  -1.38350  -0.585
H  1.70696  -0.34940  -0.13240  0.170
N  -0.81623  1.67001  -0.82248  -0.571
Cl  1.15713  2.01914  0.94894  -0.087
H  -1.17851  -2.88082  0.79310  0.456

The structure with the greatest stability is w.

w | Below is a structure of composition C3H5PS, with properties calculated with the ωB97M-V functional and the def2-TZVPD basis.

Summary:
Gap between HOMO and LUMO (alpha / beta) in eV: 7.7 / 6.8

Last column: natural (NBO) charge in e.
Atoms and positions in Å:
C  1.36855  -1.63895  -0.66684  -0.754
H  -3.16618  -0.50739  -1.97867  0.233
S  -0.67130  -0.22233  0.36014  0.106
H  0.97244  -2.70010  -0.17314  0.238
C  0.90055  -0.39380  0.02308  -0.094
H  2.49954  -1.70669  -0.71306  0.229
H  0.90892  -1.57440  -1.65845  0.250
C  -3.75634  -0.15043  -1.10826  -0.958
H  -4.61523  0.51247  -1.32651  0.233
P  -3.41868  -0.45283  0.43216  0.516

x | Below is the molecule C3H5PS, with properties calculated with the ωB97M-V functional and the def2-TZVPD basis.

Summary:
Gap between HOMO and LUMO (alpha / beta) in eV: 5.8 / 5.8

Last column: natural (NBO) charge in e.
Atoms and positions in Å:
C  -0.97520  0.25693  -0.37600  -0.591
H  -0.83196  0.27922  -1.45810  0.213
H  1.61174  -3.13229  -0.08362  0.206
H  -1.66211  1.05981  -0.09391  0.259
P  1.80802  -0.58124  -0.07835  0.730
S  -1.82888  -1.25714  0.06328  -0.103
H  0.18340  0.39771  1.44487  0.252
H  0.64006  1.55458  0.17663  0.230
C  0.32171  0.52476  0.36742  -0.646
C  1.34615  -2.11068  0.01843  -0.550

The structure with the greatest stability is x.